Entry 1:
# C11H21N4O8P

A 3-piece molecular cluster, C11H21N4O8P overall in a non-equilibrium geometry (ωB97M-V/def2-TZVPD, OMol25).

- E_LUMO (eV) = -0.66
- molecular weight (Da) = 368.283
- net charge = 0
- HOMO (eV) = -7.586

Each line ends with the natural charge from an NBO analysis.
CARTESIAN COORDINATES (ANGSTROEM)
O: 5.91 1.69 -2.23  -0.6362
C: 4.89 1.02 -2.54  0.8135
O: 4.75 0.53 -3.84  -0.8136
N: 3.79 0.65 -1.61  -0.6132
C: 2.55 0.91 -2.01  0.6007
N: 1.48 0.50 -1.08  -0.4531
C: 0.33 0.90 -1.87  0.0371
P: -1.46 0.63 -1.31  1.3025
O: -1.99 -0.75 -2.24  -0.9575
O: -2.42 1.95 -1.89  -0.9796
N: 0.69 1.53 -3.11  -0.3702
N: 2.06 1.53 -3.21  -0.3896
H: 3.94 0.21 -0.68  0.4719
H: -1.30 -1.43 -2.01  0.4933
H: -3.32 1.55 -2.08  0.5251
H: 0.01 1.90 -3.78  0.4548
H: 2.66 1.88 -3.97  0.4894
O: -5.40 1.34 -2.70  -0.5997
C: -5.87 0.97 -1.65  0.8070
O: -5.42 -0.17 -1.08  -0.5058
C: -5.77 -0.60 0.25  -0.0702
C: -7.09 -1.35 0.24  -0.6381
C: -7.00 1.71 -1.00  -0.7467
H: -5.77 0.23 0.95  0.1794
H: -4.98 -1.28 0.56  0.2040
H: -7.92 -0.72 -0.09  0.2083
H: -7.32 -1.73 1.24  0.2230
H: -7.04 -2.20 -0.45  0.2240
H: -7.94 1.40 -1.46  0.2523
H: -6.86 2.78 -1.18  0.2519
H: -7.06 1.58 0.08  0.2210
O: 5.36 -0.53 0.60  -0.5904
C: 5.08 -0.96 1.70  0.8105
O: 4.58 -0.13 2.63  -0.5020
C: 4.04 -0.56 3.89  -0.0681
C: 5.14 -0.74 4.92  -0.6377
C: 5.35 -2.39 2.06  -0.7459
H: 3.42 -1.45 3.77  0.1759
H: 3.37 0.24 4.22  0.2010
H: 5.85 -1.51 4.62  0.2087
H: 4.71 -1.01 5.89  0.2190
H: 5.71 0.19 5.03  0.2242
H: 6.39 -2.49 2.37  0.2517
H: 5.17 -3.01 1.18  0.2509
H: 4.70 -2.78 2.85  0.2161

---

Entry 2:
# C8H16O

One molecule with the formula C8H16O in a non-equilibrium geometry (ωB97M-V/def2-TZVPD, OMol25).

- E_LUMO (eV) = 0.75
- SMILES = C=C(C)[C@@H](O)C(C)(C)C
- molecular weight (Da) = 128.215
- net charge = 0
- energy relative to the best compared isomer or geometry (same formula, charge and spin) (kcal/mol) = 24.2
- HOMO (eV) = -9.185

Each line ends with the natural charge from an NBO analysis.
CARTESIAN COORDINATES (ANGSTROEM)
C: 1.22 -2.61 0.24  -0.4116
C: 1.15 -1.27 0.13  0.0054
C: 2.29 -0.45 0.66  -0.6541
C: -0.09 -0.56 -0.72  0.0875
O: -1.09 -1.55 -0.89  -0.7227
C: -0.66 0.68 -0.05  -0.0462
C: 0.29 1.88 -0.02  -0.6170
C: -1.29 0.43 1.32  -0.6218
C: -1.90 1.11 -1.10  -0.6121
H: 0.45 -3.27 -0.14  0.2104
H: 2.11 -3.12 0.62  0.1906
H: 3.14 -1.07 0.97  0.2178
H: 2.67 0.24 -0.10  0.2115
H: 1.99 0.10 1.56  0.2131
H: 0.36 -0.32 -1.69  0.1763
H: -1.29 -1.60 -1.84  0.4756
H: 0.88 1.95 -0.94  0.2075
H: -0.27 2.81 0.08  0.2140
H: 0.97 1.85 0.83  0.2122
H: -0.52 0.27 2.09  0.2075
H: -1.94 -0.45 1.31  0.2289
H: -1.88 1.29 1.63  0.2101
H: -2.69 0.35 -1.13  0.2158
H: -1.53 1.31 -2.11  0.1984
H: -2.36 2.03 -0.71  0.2031

---

Entry 3:
# C4H12NO3

A 2-piece molecular cluster, C4H12NO3 overall in a non-equilibrium geometry (ωB97M-V/def2-TZVPD, OMol25).

- E_LUMO (alpha / beta) (eV) = 0.67 / -2.80
- molecular weight (Da) = 122.144
- multiplicity = 2
- net charge = 0
- energy relative to the best compared isomer or geometry (same formula, charge and spin) (kcal/mol) = 52.3
- <S²> = 0.7613
- HOMO (alpha / beta) (eV) = -10.515 / -10.035

Each line ends with the Mulliken spin population.
CARTESIAN COORDINATES (ANGSTROEM)
C: 1.28 -0.84 0.31  0.0230
C: -0.11 -1.25 -0.26  -0.0275
C: -0.01 -0.93 -1.78  0.0069
O: 0.83 -1.85 -2.53  -0.0004
N: -1.12 -0.37 0.41  0.3602
C: -1.11 1.18 0.02  -0.0663
O: 0.07 1.68 0.39  0.6955
H: 2.05 -1.04 -0.48  0.0013
H: 1.36 0.17 0.81  0.0007
H: 1.48 -1.56 1.09  0.0024
H: -0.15 -2.39 -0.03  0.0291
H: 0.57 -0.09 -1.79  -0.0019
H: -0.83 -0.50 -2.44  -0.0029
H: 0.22 -2.06 -3.19  -0.0001
H: -0.84 -0.25 1.40  -0.0233
H: -1.97 1.63 0.67  0.0088
H: -1.34 1.33 -1.08  0.0023
H: 0.37 1.25 3.32  -0.0003
H: -0.06 1.91 1.97  -0.0049
O: -0.06 2.07 3.03  -0.0023

---

Entry 4:
# C21H76O17

A 17-piece molecular cluster, C21H76O17 overall in a non-equilibrium geometry (ωB97M-V/def2-TZVPD, OMol25).

- E_LUMO (eV) = -0.49
- molecular weight (Da) = 600.822
- net charge = 0
- energy relative to the best compared isomer or geometry (same formula, charge and spin) (kcal/mol) = 36.6
- HOMO (eV) = -9.029

Each line ends with the Mulliken charge.
CARTESIAN COORDINATES (ANGSTROEM)
O: 0.10 4.15 -1.72  -0.5865
H: -0.13 3.40 -2.27  0.1955
H: 0.95 4.43 -2.05  0.2797
O: 4.43 -1.55 0.48  -0.6683
H: 5.30 -1.39 0.84  0.2786
H: 4.30 -2.50 0.57  0.1978
O: -0.67 1.76 -3.39  -0.4847
H: 0.06 1.36 -3.85  0.2112
H: -1.39 1.13 -3.47  0.2560
O: 3.92 -1.04 -3.64  -0.7316
H: 4.19 -0.55 -2.86  0.4784
H: 3.20 -1.59 -3.33  0.2943
O: 4.98 0.31 -1.56  -0.7016
H: 4.81 -0.25 -0.80  0.3486
H: 5.02 1.20 -1.20  0.4023
O: 1.67 -2.62 -2.61  -0.8013
H: 0.89 -3.17 -2.58  0.3013
H: 1.63 -2.10 -1.81  0.4118
O: 3.16 3.91 -2.70  -0.7073
H: 3.74 3.85 -1.94  0.3271
H: 2.84 3.02 -2.82  0.3232
O: 4.81 2.96 -0.37  -0.7677
H: 4.18 3.20 0.31  0.5021
H: 5.63 2.84 0.10  0.3035
O: -0.05 3.63 1.20  -0.6478
H: 0.88 3.40 1.22  -0.0104
H: -0.17 4.08 0.37  0.4626
O: 1.76 0.77 -4.68  -0.6026
H: 2.13 0.93 -5.55  0.2483
H: 2.21 -0.02 -4.37  0.3512
C: 0.80 -3.04 4.44  -1.7671
C: 1.41 -2.68 3.11  1.0732
C: 2.46 -3.66 2.68  -0.7906
O: 0.34 -2.68 2.18  -0.0748
H: 1.51 -2.88 5.26  0.4288
H: 0.50 -4.08 4.59  0.3225
H: 0.00 -2.32 4.58  0.4933
H: 1.91 -1.71 3.10  0.1463
H: 3.01 -3.29 1.81  -0.3021
H: 1.91 -4.56 2.44  0.3043
H: 3.17 -3.96 3.45  0.4202
H: 0.76 -2.26 1.43  -0.0805
C: 1.93 1.00 -0.55  0.3415
C: 1.10 -0.05 0.20  0.8954
C: -0.31 -0.09 -0.33  0.0064
O: 1.62 -1.30 -0.02  -0.0835
H: 1.57 1.99 -0.27  0.1653
H: 2.02 0.93 -1.64  -0.4677
H: 2.95 0.94 -0.18  0.0265
H: 1.08 0.07 1.29  -0.0654
H: -0.29 -0.28 -1.40  0.2054
H: -0.84 0.86 -0.23  0.0960
H: -0.90 -0.91 0.07  -0.6315
H: 2.51 -1.22 0.32  -0.0272
C: -2.81 -4.55 2.44  -1.5681
C: -3.04 -3.04 2.41  1.7436
C: -4.53 -2.76 2.75  -1.6265
O: -2.25 -2.31 3.31  -0.6236
H: -2.88 -4.93 3.46  0.3558
H: -1.82 -4.80 2.05  0.3319
H: -3.44 -5.09 1.74  0.4185
H: -2.82 -2.71 1.40  -0.5501
H: -5.21 -3.31 2.10  0.3453
H: -4.71 -1.69 2.69  0.2565
H: -4.71 -3.09 3.77  0.4654
H: -1.34 -2.38 3.02  0.3477
C: 4.81 3.89 3.26  -1.5329
C: 3.67 3.14 2.61  0.5499
C: 2.45 2.79 3.55  -1.3348
O: 3.08 3.91 1.62  -0.6815
H: 4.58 4.85 3.70  0.3424
H: 5.57 4.14 2.52  0.3219
H: 5.22 3.24 4.04  0.3951
H: 4.15 2.27 2.15  0.3347
H: 2.12 3.66 4.11  0.3843
H: 2.80 2.07 4.28  0.4149
H: 1.63 2.38 2.96  0.3403
H: 2.71 4.65 2.10  0.4276
C: -2.84 3.62 -2.45  -0.7645
C: -3.35 4.87 -1.64  0.1666
C: -3.82 4.39 -0.30  -0.5612
O: -2.16 5.65 -1.53  -0.5792
H: -2.17 3.90 -3.26  0.3875
H: -3.72 3.15 -2.89  0.5307
H: -2.26 2.90 -1.87  -0.2863
H: -4.12 5.36 -2.23  0.3931
H: -3.06 3.69 0.06  -0.2016
H: -4.67 3.75 -0.52  0.2488
H: -4.06 5.11 0.48  0.3965
H: -1.46 5.00 -1.43  0.3898
C: -2.64 -5.10 -3.24  -1.3684
C: -1.58 -3.96 -2.97  0.3861
C: -1.12 -3.77 -1.50  -0.6303
O: -0.40 -4.33 -3.68  -0.5973
H: -2.25 -6.06 -2.90  0.3485
H: -2.98 -5.21 -4.27  0.3654
H: -3.55 -4.86 -2.69  0.3549
H: -1.91 -3.01 -3.38  0.2403
H: -0.54 -2.95 -1.07  -0.1441
H: -0.61 -4.66 -1.14  0.4240
H: -2.05 -3.70 -0.94  0.1854
H: -0.15 -5.19 -3.33  0.3956
C: -4.20 -0.25 -1.49  -0.8389
C: -4.61 0.08 -0.02  0.7470
C: -3.55 0.41 1.01  -0.4620
O: -5.44 1.20 -0.09  -0.5604
H: -4.99 -0.24 -2.24  0.3964
H: -3.63 -1.18 -1.52  0.1247
H: -3.50 0.52 -1.81  -0.0819
H: -5.13 -0.82 0.31  0.0550
H: -2.75 -0.33 1.00  -0.5276
H: -3.98 0.46 2.02  0.5259
H: -3.12 1.38 0.77  0.2062
H: -5.48 1.47 0.83  0.3786

---

Entry 5:
# C3H3NO

One molecule with the formula C3H3NO in a non-equilibrium geometry (ωB97M-V/def2-TZVPD, OMol25).

- E_LUMO (alpha / beta) (eV) = -0.62 / -0.62
- molecular weight (Da) = 69.063
- net charge = 0
- energy relative to the best compared isomer or geometry (same formula, charge and spin) (kcal/mol) = 113.9
- HOMO (alpha / beta) (eV) = -9.173 / -9.174

Each line ends with the natural charge from an NBO analysis.
CARTESIAN COORDINATES (ANGSTROEM)
C: -1.06 -0.07 0.08  -0.3842
C: 0.51 -0.09 -0.76  0.2213
O: -0.10 1.05 -0.79  -0.4224
C: 1.76 -0.09 0.05  0.1224
N: 2.77 -0.29 0.58  -0.2694
H: -1.51 0.78 0.59  0.2344
H: -1.73 -0.58 -0.62  0.2476
H: -0.63 -0.72 0.85  0.2503

---

Entry 6:
# C3H5N3

C3H5N3 as an isolated structure in a non-equilibrium geometry (ωB97M-V/def2-TZVPD, OMol25).

- E_LUMO (eV) = 0.75
- molecular weight (Da) = 83.094
- net charge = 0
- energy relative to the best compared isomer or geometry (same formula, charge and spin) (kcal/mol) = 141.6
- HOMO (eV) = -9.434

Each line ends with the natural charge from an NBO analysis.
CARTESIAN COORDINATES (ANGSTROEM)
C: 0.45 1.51 0.26  -0.5741
C: 0.14 0.18 -0.14  0.0019
N: -1.19 0.12 0.02  -0.2400
N: -1.43 -1.15 -0.28  -0.1555
N: -0.42 -1.87 -0.74  -0.2200
C: 0.61 -1.04 -0.64  -0.0926
H: 0.00 1.06 1.48  0.2705
H: 1.78 1.44 1.19  0.1000
H: 0.82 2.52 0.18  0.2828
H: -2.38 -1.43 -0.46  0.4008
H: 1.62 -1.34 -0.88  0.2260

---

Entry 7:
# C11H20N2

A 2-piece molecular cluster, C11H20N2 overall in a non-equilibrium geometry (ωB97M-V/def2-TZVPD, OMol25).

- E_LUMO (eV) = 0.98
- SMILES = C=C/C(C)=N/C(C)C.CC[C@@H]1C=N1
- molecular weight (Da) = 180.295
- net charge = 0
- energy relative to the best compared isomer or geometry (same formula, charge and spin) (kcal/mol) = 61.8
- HOMO (eV) = -8.808

Each line ends with the natural charge from an NBO analysis.
CARTESIAN COORDINATES (ANGSTROEM)
C: -0.20 -3.57 -0.46  -0.3915
C: -0.56 -2.27 -0.65  -0.2003
C: -1.38 -1.34 0.11  0.2554
C: -1.93 -1.69 1.46  -0.6928
N: -1.82 -0.36 -0.58  -0.4294
C: -2.69 0.72 -0.15  -0.0744
C: -3.48 1.34 -1.30  -0.6125
C: -1.61 1.73 0.46  -0.5995
H: 0.32 -3.99 -1.38  0.2086
H: -0.26 -4.02 0.49  0.1921
H: -0.36 -2.01 -1.69  0.2059
H: -1.44 -2.55 1.97  0.2223
H: -2.97 -1.93 1.27  0.2331
H: -1.74 -0.84 2.13  0.2315
H: -3.34 0.53 0.65  0.1689
H: -3.19 2.46 -1.29  0.2082
H: -3.28 0.87 -2.23  0.2272
H: -4.59 1.09 -0.99  0.2090
H: -0.98 1.13 1.09  0.2228
H: -2.24 2.62 0.79  0.2084
H: -1.02 1.98 -0.36  0.1956
C: 4.55 1.64 -0.02  -0.6038
C: 3.52 0.87 0.91  -0.4190
C: 2.62 0.12 -0.07  -0.1500
C: 1.38 0.52 -0.59  0.0723
N: 1.24 -0.25 0.36  -0.2925
H: 5.36 2.17 0.34  0.2096
H: 4.02 2.27 -0.69  0.1984
H: 5.02 0.86 -0.61  0.1992
H: 2.91 1.59 1.51  0.2108
H: 4.00 0.01 1.45  0.2143
H: 3.07 -0.77 -0.54  0.1652
H: 1.06 1.07 -1.38  0.2066

---

Entry 8:
# C8H18

One molecule with the formula C8H18 in a non-equilibrium geometry (ωB97M-V/def2-TZVPD, OMol25).

- E_LUMO (eV) = 0.88
- SMILES = CC(C)CC(C)(C)C
- molecular weight (Da) = 114.232
- net charge = 0
- energy relative to the best compared isomer or geometry (same formula, charge and spin) (kcal/mol) = 21.9
- HOMO (eV) = -9.247

Each line ends with the natural charge from an NBO analysis.
CARTESIAN COORDINATES (ANGSTROEM)
C: -2.16 0.87 0.72  -0.6161
C: -1.60 -0.02 -0.38  -0.1868
C: -1.77 -1.49 -0.08  -0.6183
C: -0.34 0.42 -1.01  -0.3761
C: 1.10 0.14 -0.06  -0.0220
C: 1.74 -1.14 -0.59  -0.6174
C: 0.96 0.05 1.45  -0.6263
C: 2.02 1.32 -0.39  -0.6129
H: -3.23 0.72 0.79  0.2114
H: -1.74 0.62 1.69  0.2043
H: -1.98 1.92 0.50  0.2089
H: -2.30 0.23 -1.42  0.1726
H: -1.31 -2.11 -0.85  0.2108
H: -2.84 -1.73 -0.06  0.2134
H: -1.37 -1.75 0.90  0.2011
H: -0.18 -0.09 -1.96  0.2038
H: -0.37 1.49 -1.20  0.2028
H: 2.74 -1.27 -0.16  0.2020
H: 1.14 -2.01 -0.35  0.2059
H: 1.86 -1.10 -1.68  0.2043
H: 0.51 0.94 1.88  0.2097
H: 1.94 -0.04 1.92  0.2090
H: 0.42 -0.85 1.76  0.2059
H: 1.61 2.25 0.01  0.2036
H: 3.01 1.18 0.04  0.2009
H: 2.14 1.45 -1.46  0.2054

---

Here are the calculated E_tot numbers, same order: -1593.9689; -389.6142; -439.9079; -2124.7494; -245.9100; -281.3645; -540.4513; -315.5783 (Eh).